[1]
Entry from the Open Molecules 2025 dataset: a 2-piece molecular cluster, C2H4BrN overall in a non-equilibrium geometry (ωB97M-V with the def2-TZVPD basis set).

Geometry as XYZ:
```
8
Properties=species:S:1:pos:R:3:lowdin_charge:R:1
C 0.511 0.831 -1.126 -0.281
C -0.430 -0.972 1.334 -0.598
N 1.324 0.283 -0.420 0.086
Br -1.761 -0.506 0.307 0.782
H 0.717 1.731 -1.718 0.075
H -0.546 0.479 -1.268 -0.042
H 0.401 -1.662 0.945 0.038
H -0.217 -0.185 1.947 -0.059
```

Values from the calculation:
**HOMO energy (alpha / beta)**: -9.46 / -8.40 eV
**Lowest unoccupied orbital energy (alpha / beta)**: -0.0064 / -0.0106 Ha
**Gap between HOMO and LUMO (alpha / beta)**: 9.29 / 8.11 eV



[2]
Entry from the Open Molecules 2025 dataset: a 2-piece molecular cluster, C2H4BrN overall in a non-equilibrium geometry (ωB97M-V with the def2-TZVPD basis set).

Geometry as XYZ:
```
8
Properties=species:S:1:pos:R:3:lowdin_charge:R:1
C 1.846 -1.095 1.037 -0.470
C -0.714 0.686 -0.144 -0.278
N -0.734 -0.669 0.474 -0.061
Br 2.516 -0.502 -0.523 0.593
H -0.344 -1.381 -0.223 0.007
H -0.541 1.196 0.789 0.044
H -1.853 0.687 -0.313 0.092
H -0.175 1.078 -1.098 0.074
```

Values from the calculation:
**HOMO energy (alpha / beta)**: -9.36 / -8.49 eV
**Lowest unoccupied orbital energy (alpha / beta)**: -0.0293 / -0.0484 Ha
**Gap between HOMO and LUMO (alpha / beta)**: 8.56 / 7.17 eV



[3]
Entry from the Open Molecules 2025 dataset: one molecule with the formula C2H4BrNO in a non-equilibrium geometry (ωB97M-V with the def2-TZVPD basis set).

Geometry as XYZ:
```
9
Properties=species:S:1:pos:R:3:lowdin_charge:R:1
C 1.029 0.392 0.004 -0.867
C -1.198 -0.837 -0.029 -0.045
N 0.490 1.535 -0.027 0.103
O 0.314 -0.837 0.056 -0.259
Br 2.888 -0.060 -0.018 0.723
H -1.514 -1.829 -0.480 0.088
H -1.442 0.058 -0.717 0.095
H -1.570 -0.793 1.097 0.118
H 1.004 2.370 0.116 0.043
```

Values from the calculation:
**HOMO energy**: -10.26 eV
**Lowest unoccupied orbital energy**: 0.0291 Ha
**SMILES string**: [H]/N=C(\Br)OC
**Gap between HOMO and LUMO**: 11.05 eV



[4]
Entry from the Open Molecules 2025 dataset: one molecule with the formula C2H4BrNO in a non-equilibrium geometry (ωB97M-V with the def2-TZVPD basis set).

Geometry as XYZ:
```
9
Properties=species:S:1:pos:R:3:lowdin_charge:R:1
C -0.737 -0.598 -0.047 -0.935
C 1.194 0.653 -0.191 -0.008
N -1.347 0.418 0.564 0.085
O 0.380 -0.461 -0.671 -0.169
Br -1.411 -2.374 -0.270 0.747
H 2.157 0.584 -0.783 0.125
H 1.380 0.341 0.786 0.072
H 0.598 1.497 -0.244 0.057
H -2.214 -0.060 0.856 0.027
```

Values from the calculation:
**HOMO energy**: -10.16 eV
**Lowest unoccupied orbital energy**: 0.0277 Ha
**SMILES string**: [H]/N=C(\Br)OC
**Gap between HOMO and LUMO**: 10.91 eV



[5]
Entry from the Open Molecules 2025 dataset: one molecule with the formula C2H4BrNO2 in a non-equilibrium geometry (ωB97M-V with the def2-TZVPD basis set).

Geometry as XYZ:
```
10
Properties=species:S:1:pos:R:3:lowdin_charge:R:1
C 0.344 1.104 0.124 -0.230
C -0.377 -0.116 -0.254 -0.651
N -0.067 -1.440 0.372 -0.452
O 0.374 -1.428 1.501 0.085
O -0.266 -2.402 -0.343 0.021
Br -0.127 -0.224 -2.231 0.716
H -0.069 2.109 -0.212 0.097
H 1.341 1.147 -0.395 0.070
H 0.482 1.229 1.297 0.125
H -1.634 0.021 0.142 0.219
```

Values from the calculation:
**HOMO energy**: -10.63 eV
**Lowest unoccupied orbital energy**: -0.0095 Ha
**SMILES string**: C[C@@H](Br)[N+](=O)[O-]
**Gap between HOMO and LUMO**: 10.37 eV



[6]
Entry from the Open Molecules 2025 dataset: a 2-piece molecular cluster, C2H4BrNO2 overall in a non-equilibrium geometry (ωB97M-V with the def2-TZVPD basis set).

Geometry as XYZ:
```
10
Properties=species:S:1:pos:R:3:lowdin_charge:R:1
C -0.246 0.223 -0.181 -0.067
C -0.188 -0.831 0.897 -0.104
N -1.371 -1.078 1.636 -0.446
O -2.033 -0.094 1.926 0.082
O -1.623 -2.216 1.912 0.119
Br 1.527 0.186 2.961 0.035
H -1.169 0.042 -0.681 0.081
H 0.672 0.204 -0.825 0.103
H -0.353 1.336 0.142 0.129
H 0.204 -1.710 0.649 0.067
```

Values from the calculation:
**HOMO energy (alpha / beta)**: -10.31 / -10.29 eV
**Lowest unoccupied orbital energy (alpha / beta)**: -0.1243 / -0.1264 Ha
**Gap between HOMO and LUMO (alpha / beta)**: 6.93 / 6.85 eV



[7]
Entry from the Open Molecules 2025 dataset: a 2-piece molecular cluster, C2H4BrNO3 overall in a non-equilibrium geometry (ωB97M-V with the def2-TZVPD basis set).

Geometry as XYZ:
```
11
Properties=species:S:1:pos:R:3:lowdin_charge:R:1
C -0.036 -0.881 0.303 -0.097
C 0.923 0.002 0.632 -0.691
N -2.737 1.591 0.086 -0.462
O -2.186 2.831 0.417 0.033
O -3.369 1.056 0.946 0.128
O -2.331 1.132 -0.964 0.039
Br 0.993 1.667 -0.156 0.749
H -0.222 -1.880 0.905 0.111
H -1.377 2.883 -0.282 0.124
H -0.755 -0.598 -0.408 0.004
H 1.681 -0.186 1.438 0.063
```

Values from the calculation:
**HOMO energy**: -9.82 eV
**Lowest unoccupied orbital energy**: 0.0034 Ha
**SMILES string**: O=[N+]([O-])O.C=CBr
**Gap between HOMO and LUMO**: 9.91 eV



[8]
Entry from the Open Molecules 2025 dataset: one molecule with the formula C2H4BrOP in a non-equilibrium geometry (ωB97M-V with the def2-TZVPD basis set).

Geometry as XYZ:
```
9
Properties=species:S:1:pos:R:3:lowdin_charge:R:1
C -0.216 -0.379 0.068 -0.186
C -0.985 0.520 -0.743 -0.638
O -3.785 -1.718 0.505 -0.668
P -4.548 -0.616 0.008 0.538
Br -2.552 1.273 -0.224 0.704
H 0.803 -0.223 -0.182 0.067
H -0.485 -1.406 -0.178 0.084
H -0.567 -0.297 1.126 0.095
H -0.898 0.715 -1.750 0.004
```

Values from the calculation:
**HOMO energy (alpha / beta)**: -8.15 / -6.82 eV
**Lowest unoccupied orbital energy (alpha / beta)**: 0.0058 / -0.0258 Ha
**Gap between HOMO and LUMO (alpha / beta)**: 8.30 / 6.12 eV



[9]
Entry from the Open Molecules 2025 dataset: a 2-piece molecular cluster, C2H4BrP overall in a non-equilibrium geometry (ωB97M-V with the def2-TZVPD basis set).

Geometry as XYZ:
```
8
Properties=species:S:1:pos:R:3:lowdin_charge:R:1
C -0.348 0.002 0.854 -0.468
C 0.589 -0.035 -0.311 -1.120
P -0.207 1.524 -0.181 0.853
Br 2.416 -0.382 -0.021 0.622
H -1.139 -0.654 0.684 0.041
H 0.228 -0.074 1.739 0.037
H -0.286 -1.335 -1.974 0.142
H -1.253 0.954 -0.790 -0.107
```

Values from the calculation:
**HOMO energy (alpha / beta)**: -8.73 / -9.81 eV
**Lowest unoccupied orbital energy (alpha / beta)**: -0.0236 / -0.0303 Ha
**Gap between HOMO and LUMO (alpha / beta)**: 8.09 / 8.99 eV



[10]
Entry from the Open Molecules 2025 dataset: a 2-piece molecular cluster, C2H4Cl2FN overall in a non-equilibrium geometry (ωB97M-V with the def2-TZVPD basis set).

Geometry as XYZ:
```
10
Properties=species:S:1:pos:R:3:lowdin_charge:R:1
C -0.414 -0.364 -0.254 -0.084
C 1.590 0.440 0.614 -1.079
N -1.208 0.622 -0.727 -0.071
F -1.719 1.395 0.299 -0.034
Cl 1.578 2.020 -0.176 0.506
Cl 2.675 -0.678 -0.038 0.554
H 0.002 -1.012 -0.947 0.053
H -0.830 -0.972 0.512 0.079
H 1.537 0.540 1.636 -0.022
H -0.750 1.033 -1.500 0.099
```

Values from the calculation:
**HOMO energy (alpha / beta)**: -8.16 / -8.16 eV
**Lowest unoccupied orbital energy (alpha / beta)**: 0.0235 / 0.0235 Ha
**Gap between HOMO and LUMO (alpha / beta)**: 8.80 / 8.80 eV